1.
This record from the OMol25 dataset describes a structure of composition C5H11N at a distorted geometry. The level of theory is wB97M-V/def2-TZVPD.

Positions of all 17 atoms, in Å:
C: -2.15 -0.13 -0.53
C: -1.09 0.12 0.51
C: 0.03 1.06 0.22
C: 2.29 -0.09 -0.28
C: 0.01 -0.93 0.43
H: -1.76 -0.17 -1.56
H: -2.68 -1.09 -0.35
H: -2.90 0.73 -0.54
H: -1.54 0.24 1.47
H: 0.42 1.53 1.16
H: -0.20 1.86 -0.51
H: 2.55 -1.07 -0.61
H: 2.77 0.63 -0.93
H: 2.70 0.16 0.71
H: -0.15 -1.90 -0.16
H: 0.45 -1.27 1.41
N: 0.82 0.02 -0.31

Relative energy (zero: lowest compared OMol25 entry of this formula, charge and spin) = 34.66 kcal per mole
HOMO energy = -0.30474 Eh
Spin multiplicity = 1
Net charge = 0
E_tot = -6852.026 eV

Here are the Löwdin charges for atoms 1 to 4, given in e:
1. C -0.084
2. C -0.351
3. C -0.212
4. C -0.065

---

2.
This record from the OMol25 dataset describes a structure of composition C5H11N at a distorted geometry. The level of theory is wB97M-V/def2-TZVPD.

Positions of all 17 atoms, in Å:
C: 0.31 -0.83 1.36
C: 0.19 0.04 0.11
C: 1.45 0.94 -0.05
C: -1.19 0.64 0.09
C: -0.30 -0.76 -1.05
H: 1.17 -1.47 1.30
H: -0.58 -1.47 1.52
H: 0.46 -0.23 2.19
H: 1.43 1.11 -1.25
H: 1.56 2.06 0.47
H: 2.26 0.14 0.10
H: -1.78 0.62 1.02
H: -1.26 1.72 -0.24
H: -2.14 0.18 -1.71
H: 0.18 -0.45 -2.05
H: -0.03 -1.90 -0.90
N: -1.75 -0.33 -0.91

Relative energy (zero: lowest compared OMol25 entry of this formula, charge and spin) = 55.90 kcal per mole
HOMO energy = -0.33074 Eh
Spin multiplicity = 1
Net charge = 0
E_tot = -6851.104 eV

Here are the Löwdin charges for atoms 1 to 4, given in e:
1. C -0.066
2. C -0.600
3. C -0.053
4. C -0.206

---

3.
This record from the OMol25 dataset describes a structure of composition C5H11N at a distorted geometry. The level of theory is wB97M-V/def2-TZVPD.

Positions of all 17 atoms, in Å:
C: -1.31 -0.80 0.90
C: -0.63 -0.27 -0.39
C: 0.79 0.30 0.04
C: 1.98 -0.59 -0.46
C: 0.82 1.45 0.72
H: -2.15 -1.62 0.61
H: -1.84 0.18 1.48
H: -0.48 -1.33 1.64
H: -0.56 -1.15 -1.19
H: -2.37 0.43 -1.05
H: -1.10 1.25 -1.80
H: 2.87 -0.29 0.33
H: 1.51 -1.86 -0.45
H: 2.32 -0.36 -1.65
H: -0.12 1.98 0.93
H: 1.73 1.77 1.17
N: -1.45 0.92 -0.85

Relative energy (zero: lowest compared OMol25 entry of this formula, charge and spin) = 82.53 kcal per mole
HOMO energy = -0.33523 Eh
Spin multiplicity = 1
Net charge = 0
E_tot = -6849.950 eV

Here are the Löwdin charges for atoms 1 to 4, given in e:
1. C -0.131
2. C -0.484
3. C -0.400
4. C -0.116

---

4.
This record from the OMol25 dataset describes an isolated molecule of C5H11N. The level of theory is wB97M-V/def2-TZVPD.

Positions of all 17 atoms, in Å:
C: -2.69 -0.19 1.44
C: -1.49 0.25 0.64
C: -0.25 -0.01 1.02
N: 0.91 0.40 0.34
C: 0.99 -0.05 -1.07
C: 2.39 0.24 -1.63
H: -2.41 -0.92 2.20
H: -3.20 0.68 1.85
H: -3.40 -0.74 0.81
H: -1.71 0.72 -0.31
H: -0.06 -0.51 1.97
H: 1.69 -0.04 0.81
H: 0.19 0.43 -1.62
H: 0.83 -1.14 -1.09
H: 2.33 0.62 -2.65
H: 2.97 -0.68 -1.70
H: 2.92 0.95 -1.00

Relative energy (zero: lowest compared OMol25 entry of this formula, charge and spin) = 21.99 kcal per mole
HOMO energy = -0.29767 Eh
Spin multiplicity = 1
Net charge = 0
E_tot = -6852.575 eV

Here are the Löwdin charges for atoms 1 to 4, given in e:
1. C -0.122
2. C -0.171
3. C -0.193
4. N -0.067

---

5.
This record from the OMol25 dataset describes a cluster of 2 separate species, C5H11N in total at a distorted geometry. The level of theory is wB97M-V/def2-TZVPD.

Positions of all 17 atoms, in Å:
C: 1.26 -0.54 -1.07
C: 1.73 0.27 0.18
C: 0.69 0.00 1.34
C: -0.70 0.36 0.80
C: -1.49 -0.44 0.05
N: -2.89 -0.07 -0.01
H: 0.23 -0.32 -1.45
H: 1.92 -0.60 -1.93
H: 1.15 -1.51 -0.54
H: 1.55 1.30 -0.15
H: 2.80 0.17 0.43
H: 0.88 0.70 2.18
H: 0.77 -1.04 1.73
H: -1.30 1.14 1.30
H: -0.41 0.04 -2.03
H: -3.22 -0.41 -0.90
H: -2.97 0.95 0.03

Relative energy (zero: lowest compared OMol25 entry of this formula, charge and spin) = 191.27 kcal per mole
HOMO energy = -0.28421 Eh
Spin multiplicity = 1
Net charge = 0
E_tot = -6845.234 eV

Here are the Löwdin charges for atoms 1 to 4, given in e:
1. C -0.133
2. C -0.227
3. C -0.219
4. C -0.203

---

6.
This record from the OMol25 dataset describes an isolated molecule of C5H11N at a distorted geometry. The level of theory is wB97M-V/def2-TZVPD.

Positions of all 17 atoms, in Å:
C: 2.32 -0.19 -0.68
C: 1.48 -0.10 0.63
N: -1.26 1.53 0.29
C: -1.05 0.17 0.12
C: 0.08 -0.48 0.34
C: -2.33 -0.60 -0.18
H: 1.78 0.22 -1.53
H: 2.65 -1.19 -0.96
H: 3.27 0.32 -0.52
H: 1.96 -0.85 1.26
H: 1.60 0.90 1.04
H: -2.02 2.03 -0.11
H: -0.64 2.16 0.77
H: 0.04 -1.55 0.14
H: -3.17 0.01 -0.50
H: -2.63 -1.00 0.80
H: -2.07 -1.37 -0.90

Relative energy (zero: lowest compared OMol25 entry of this formula, charge and spin) = 18.55 kcal per mole
HOMO energy = -0.27923 Eh
Spin multiplicity = 1
Net charge = 0
E_tot = -6852.724 eV

Here are the Löwdin charges for atoms 1 to 4, given in e:
1. C -0.117
2. C -0.253
3. N 0.088
4. C -0.410

---

7.
This record from the OMol25 dataset describes a cluster of 4 separate species, C5H11N in total. The level of theory is wB97M-V/def2-TZVPD.

Positions of all 17 atoms, in Å:
C: -1.29 -0.11 0.99
C: -0.86 0.72 -0.02
C: -1.43 0.65 -1.41
N: 1.15 0.13 -0.64
C: 2.09 0.17 0.52
C: 1.58 -1.00 -0.17
H: -0.19 -1.24 1.08
H: -1.16 0.17 2.03
H: -2.06 -0.85 0.77
H: -0.38 1.66 0.26
H: -1.69 -0.38 -1.68
H: -0.72 1.03 -2.15
H: -2.34 1.26 -1.44
H: 1.67 0.41 1.51
H: 3.08 0.56 0.31
H: 1.85 -1.95 -0.63
H: 0.60 -1.56 0.87

Relative energy (zero: lowest compared OMol25 entry of this formula, charge and spin) = 122.31 kcal per mole
HOMO energy = -0.33140 Eh
Spin multiplicity = 1
Net charge = 0
E_tot = -6848.225 eV

Here are the Löwdin charges for atoms 1 to 4, given in e:
1. C -0.115
2. C -0.283
3. C -0.111
4. N 0.013

---

8.
This record from the OMol25 dataset describes a cluster of 2 separate species, C5H11N in total. The level of theory is wB97M-V/def2-TZVPD.

Positions of all 17 atoms, in Å:
C: -1.50 1.55 0.80
C: -1.20 -1.02 -1.03
N: -0.06 -0.91 -0.39
C: 0.61 -1.51 0.76
C: 1.07 -0.37 -0.03
C: 2.25 0.28 -0.66
H: -2.17 0.82 1.26
H: -1.33 2.38 1.48
H: -1.94 1.91 -0.13
H: -1.95 -1.68 -0.62
H: -1.40 -0.35 -1.85
H: 0.12 -1.36 1.72
H: 0.98 -2.53 0.59
H: -0.54 1.07 0.59
H: 2.82 0.83 0.09
H: 1.94 1.00 -1.42
H: 2.93 -0.45 -1.13

Relative energy (zero: lowest compared OMol25 entry of this formula, charge and spin) = 92.61 kcal per mole
HOMO energy = -0.25160 Eh
Spin multiplicity = 1
Net charge = 0
E_tot = -6849.512 eV

Here are the Löwdin charges for atoms 1 to 4, given in e:
1. C -0.052
2. C -0.008
3. N -0.171
4. C -0.043

---

9.
This record from the OMol25 dataset describes an isolated molecule of C5H11N at a distorted geometry. The level of theory is wB97M-V/def2-TZVPD.

Positions of all 17 atoms, in Å:
C: -0.87 1.47 0.10
C: -1.42 -0.99 -0.20
N: -0.16 -0.93 0.25
C: 0.53 -2.04 0.49
C: 0.34 0.46 0.43
C: 1.45 0.78 -0.58
H: -1.57 1.23 -0.73
H: -1.55 1.64 0.95
H: -0.41 2.40 -0.21
H: -2.16 -0.46 0.38
H: -1.67 -1.70 -0.95
H: -0.06 -2.93 0.68
H: 1.61 -2.08 0.50
H: 0.81 0.49 1.44
H: 2.34 0.15 -0.54
H: 1.78 1.81 -0.41
H: 1.02 0.71 -1.58

Relative energy (zero: lowest compared OMol25 entry of this formula, charge and spin) = 81.82 kcal per mole
HOMO energy (alpha / beta) = -0.24071 / -0.24621 Eh
Spin multiplicity = 1
Net charge = 0
E_tot = -6849.980 eV

Here are the Löwdin charges for atoms 1 to 4, given in e:
1. C -0.080
2. C -0.064
3. N -0.280
4. C 0.000

---

10.
This record from the OMol25 dataset describes an isolated molecule of C5H11N at a distorted geometry. The level of theory is wB97M-V/def2-TZVPD.

Positions of all 17 atoms, in Å:
C: 1.62 -0.26 -1.44
C: 0.64 0.82 -1.00
N: 0.48 0.73 0.43
C: -0.58 1.15 1.29
C: -0.23 -0.30 1.16
C: -1.46 -1.11 0.62
H: 1.83 -0.21 -2.51
H: 2.57 -0.15 -0.90
H: 1.23 -1.26 -1.22
H: 1.06 1.82 -1.20
H: -0.31 0.74 -1.55
H: -0.30 1.85 2.09
H: -1.60 1.12 0.91
H: 0.43 -0.87 1.80
H: -1.70 -1.85 1.39
H: -1.24 -1.62 -0.31
H: -2.44 -0.60 0.44

Relative energy (zero: lowest compared OMol25 entry of this formula, charge and spin) = 44.70 kcal per mole
HOMO energy = -0.32579 Eh
Spin multiplicity = 1
Net charge = 0
E_tot = -6851.590 eV

Here are the Löwdin charges for atoms 1 to 4, given in e:
1. C -0.094
2. C -0.259
3. N -0.124
4. C -0.114

---

11.
This record from the OMol25 dataset describes an isolated molecule of C5H11N at a distorted geometry. The level of theory is wB97M-V/def2-TZVPD.

Positions of all 17 atoms, in Å:
C: 0.67 0.20 0.04
C: -0.56 -0.06 -0.70
C: 1.62 0.45 -1.50
N: 0.71 1.37 0.81
C: -1.73 -0.54 0.53
C: -1.54 -1.47 1.44
H: 1.10 -0.68 0.52
H: 1.51 1.47 1.41
H: -0.18 1.71 1.16
H: -0.53 -0.95 -1.32
H: -1.00 0.82 -1.16
H: -2.71 -0.08 0.43
H: 1.40 1.45 -1.85
H: 1.51 -0.29 -2.29
H: 2.65 0.40 -1.16
H: -2.34 -1.84 2.08
H: -0.58 -1.95 1.58

Relative energy (zero: lowest compared OMol25 entry of this formula, charge and spin) = 58.86 kcal per mole
HOMO energy = -0.30999 Eh
Spin multiplicity = 1
Net charge = 0
E_tot = -6850.976 eV

Here are the Löwdin charges for atoms 1 to 4, given in e:
1. C -0.439
2. C -0.164
3. C -0.039
4. N 0.042

---

12.
This record from the OMol25 dataset describes an isolated molecule of C5H11N. The level of theory is wB97M-V/def2-TZVPD.

Positions of all 17 atoms, in Å:
C: 2.28 -0.37 0.85
C: 1.78 -0.35 -0.61
C: 0.34 -0.66 -0.50
C: -0.54 0.51 -0.73
N: -1.96 0.19 -0.80
C: -2.59 0.20 0.52
H: 1.81 0.42 1.44
H: 2.05 -1.33 1.32
H: 3.36 -0.21 0.88
H: 2.05 0.61 -1.09
H: 2.29 -1.16 -1.15
H: -2.00 -0.76 -1.15
H: -0.22 1.04 -1.65
H: -0.35 1.24 0.08
H: -3.59 -0.23 0.44
H: -2.69 1.23 0.87
H: -2.02 -0.37 1.28

Relative energy (zero: lowest compared OMol25 entry of this formula, charge and spin) = 89.64 kcal per mole
HOMO energy = -0.30930 Eh
Spin multiplicity = 1
Net charge = 0
E_tot = -6849.641 eV

Here are the Löwdin charges for atoms 1 to 4, given in e:
1. C -0.111
2. C -0.325
3. C 0.051
4. C -0.311

---

Q: Look up the net charge of the seventh one.
A: 0

---

Q: What is the formula in the third record?
A: C5H11N